# 1
Molecular formula: O4P
Method: DFT, ωB97M-V with the def2-TZVPD basis set

## Properties
Charge ... -1
SMILES ... O=P1([O-])OO1
ΔE to the lowest compared entry with this formula, charge and spin ... 41.41 kcal per mole
Energy ... -642.317574 hartree
HOMO level ... -4.8 eV

Cartesian coordinates (Å):
O -0.39475 -1.74967 -0.66526
P 0.06169 -0.18465 0.18370
O 0.78957 -0.23062 1.45983
O -0.89141 1.10003 -0.18083
O 0.43490 1.06491 -0.79744

# 2
Molecular formula: O4S2
Method: DFT, ωB97M-V with the def2-TZVPD basis set

## Properties
ΔE to the lowest compared entry with this formula, charge and spin ... 13.23 kcal per mole
2S+1 ... 3
<S²> ... 2.011
Energy ... -1097.170415 hartree
HOMO level (alpha / beta) ... -8.8 / -11.7 eV

Cartesian coordinates (Å):
O -0.64410 -0.47378 -1.77309
O 2.03287 0.65707 0.85131
O -1.31619 0.92519 0.06645
O 0.32818 -1.11388 0.78090
S -1.36382 -0.40999 -0.53381
S 0.70469 0.28154 1.13530